1.
{"formula": "C10H14N2O2S", "method": "ωB97M-V with the def2-TZVPD basis set", "total_energy_ha": -1047.584450, "relative_energy_kj_mol": 167.8, "e_homo_ev": -9.0, "elements": ["C", "S", "C", "H", "C", "H", "H", "C", "H", "H", "N", "C", "C", "H", "H", "C", "H", "O", "N", "C", "O", "H", "H", "H", "C", "H", "C", "H", "H"], "coordinates": [[0.667, 2.157, 0.658], [-4.117, -1.443, -0.687], [-1.072, -1.182, 1.556], [0.090, 3.094, 0.745], [-1.399, 1.093, -0.187], [2.469, -0.758, 1.029], [-1.483, 1.971, -0.840], [1.454, 2.065, -0.700], [1.331, 2.113, 1.537], [1.243, 2.980, -1.289], [-3.443, 0.011, -1.080], [3.273, -0.305, 0.415], [-0.351, 0.987, 0.695], [-4.064, -5.201, -2.532], [3.415, 1.322, -1.423], [-2.380, 0.039, -0.266], [3.105, -0.609, -0.635], [-4.123, -5.020, -1.589], [-3.114, -2.029, 0.436], [-0.164, -0.149, 1.589], [3.361, 1.095, 0.609], [4.206, -0.808, 0.742], [3.467, 2.835, -0.518], [-4.035, -4.062, -1.526], [-2.152, -1.096, 0.627], [-0.916, -2.027, 2.235], [2.985, 1.837, -0.539], [0.706, -0.154, 2.253], [1.043, 1.242, -1.315]], "lowdin_charge": [-0.1301, 0.9846, -0.0138, 0.1124, 0.0065, 0.0692, 0.1305, -0.1518, 0.1095, 0.1120, -0.2066, -0.1088, -0.2100, 0.0340, 0.1166, -0.3716, 0.0938, -0.0687, -0.2301, -0.0272, -0.1962, 0.0913, 0.1221, -0.0353, -0.3352, 0.1195, -0.2329, 0.1098, 0.1064]}


2.
{"formula": "C10H14N3S", "method": "ωB97M-V with the def2-TZVPD basis set", "charge": 1, "total_energy_ha": -951.523338, "relative_energy_kj_mol": 284.1, "smiles": "[H]/N=C1/CC[C@@H]([C@@H]2C=CSC2=C)N=C1[NH3+]", "e_homo_ev": -12.3, "elements": ["H", "C", "H", "C", "H", "C", "H", "H", "H", "C", "N", "C", "N", "H", "H", "H", "C", "N", "C", "S", "H", "H", "H", "H", "H", "C", "C", "C"], "coordinates": [[-3.055, 0.028, 0.855], [0.161, -0.873, -1.176], [-1.647, -0.212, 1.990], [-1.231, 0.514, 0.071], [-0.716, 2.848, 1.307], [1.018, -0.705, 1.176], [-2.324, 1.278, 1.758], [2.315, 1.077, 0.851], [0.670, 0.202, -3.018], [1.094, -1.601, -0.008], [-1.060, -0.609, -0.441], [-0.571, 1.749, -0.235], [-2.143, 0.465, 1.268], [-1.110, 1.503, -2.128], [1.688, 0.435, -1.589], [0.857, -3.736, -0.265], [-0.127, 1.673, -1.679], [-0.312, 2.774, 0.440], [0.644, -2.885, 0.403], [-0.118, -1.435, 2.469], [2.054, -1.571, -0.567], [-0.200, -1.574, -1.967], [1.125, 0.890, 2.186], [-0.380, -3.891, 2.110], [0.392, 2.722, -1.896], [0.655, 0.383, -1.916], [1.542, 0.450, 1.365], [-0.038, -3.042, 1.500]], "lowdin_charge": [0.2234, -0.2050, 0.0452, -0.3072, 0.0274, -0.5002, 0.1091, 0.1301, 0.1347, -0.2460, 0.1568, -0.3643, 0.2118, 0.1276, 0.1065, 0.1446, -0.0960, 0.2225, -0.1816, 0.9787, 0.1720, 0.1595, 0.0374, 0.0910, 0.1813, -0.1284, 0.0133, -0.2441]}


3.
{"formula": "C10H14N4O5", "method": "ωB97M-V with the def2-TZVPD basis set", "total_energy_ha": -984.777167, "relative_energy_kj_mol": 19.2, "smiles": "N[C@@H](CC(=O)O)C(=O)N[C@@H](Cc1c[nH]cn1)C(=O)O", "e_homo_ev": -8.7, "elements": ["C", "O", "H", "H", "C", "H", "H", "N", "C", "H", "C", "O", "H", "H", "C", "C", "C", "H", "O", "H", "H", "N", "C", "N", "H", "H", "O", "C", "C", "O", "H", "N", "H"], "coordinates": [[0.172, 0.976, 0.863], [4.374, -1.086, 0.251], [-2.489, 2.408, -0.856], [1.872, -0.847, 1.339], [0.218, -2.066, -0.377], [1.441, 1.318, -0.658], [-1.114, 2.585, 1.260], [-1.951, -2.326, -0.374], [-2.850, 0.538, 0.086], [1.739, -1.332, -1.629], [2.044, -0.491, 0.318], [-2.753, 0.175, 1.355], [2.314, -2.510, -0.461], [-2.027, -3.335, 1.483], [-1.859, 1.558, -0.490], [3.538, -0.228, 0.183], [-0.908, -1.782, -1.099], [-1.442, 1.108, -1.390], [-3.718, 0.113, -0.635], [0.676, 3.631, 0.109], [-1.879, 0.338, 1.746], [-0.099, -2.754, 0.768], [-0.714, 2.119, 0.356], [1.250, 0.683, 0.120], [-0.554, 3.626, -1.002], [-2.963, -2.155, -0.532], [-0.166, 0.331, 1.870], [1.630, -1.652, -0.634], [-1.408, -2.865, 0.743], [3.825, 1.065, -0.057], [-1.061, -1.282, -2.030], [0.075, 3.035, -0.455], [4.783, 1.105, -0.172]], "lowdin_charge": [-0.4005, 0.1258, 0.1449, 0.1652, -0.3166, 0.1461, 0.1538, 0.0601, -0.5434, 0.1055, -0.1962, 0.1302, 0.1375, 0.1202, -0.0428, -0.4735, -0.0618, 0.1195, 0.0763, 0.0968, 0.0624, 0.1217, -0.3053, 0.1269, 0.0870, 0.1584, 0.0418, -0.0598, -0.1867, 0.1157, 0.1153, 0.0462, 0.1293]}


4.
{"formula": "C10H14NO2Pd", "method": "ωB97M-V with the def2-TZVPD basis set", "charge": -1, "total_energy_ha": -722.611243, "e_homo_ev": -2.9, "elements": ["H", "O", "C", "C", "C", "C", "H", "H", "C", "H", "H", "H", "C", "H", "C", "H", "H", "Pd", "O", "N", "C", "H", "H", "H", "H", "C", "H", "C"], "coordinates": [[-2.329, 0.419, -2.062], [0.623, -1.941, -1.571], [-1.789, -2.178, -1.607], [0.921, 1.043, 1.599], [1.207, 2.132, -0.568], [-0.338, -2.634, -1.174], [-0.822, 1.281, 2.837], [-2.431, -3.063, -1.581], [2.329, 1.293, -0.833], [1.018, 3.010, -1.186], [-1.928, -1.241, 0.334], [-3.440, -1.180, -0.605], [2.770, 0.406, 0.172], [2.410, -0.424, 2.110], [0.176, 0.851, 2.894], [0.710, 1.319, 3.725], [-2.234, 0.960, -0.497], [0.476, 0.305, -1.327], [-0.282, -3.678, -0.520], [-1.938, 0.230, -1.141], [2.075, 0.275, 1.353], [3.669, -0.179, 0.010], [0.084, -0.213, 3.109], [-0.327, 2.630, 0.875], [-1.754, -1.788, -2.630], [0.523, 1.982, 0.663], [2.960, 1.480, -1.703], [-2.335, -1.096, -0.673]], "lowdin_charge": [0.0696, -0.1379, -0.1337, -0.3366, -0.2747, -0.7403, 0.0615, 0.0947, -0.2493, 0.0780, 0.1133, 0.0949, -0.1341, 0.0976, -0.0789, 0.0675, 0.0669, 0.5402, -0.0499, -0.0534, -0.1060, 0.0939, 0.0702, 0.0945, 0.0953, -0.1312, 0.0810, -0.2929]}